[1]
Density functional theory data (ωB97M-V with the def2-TZVPD basis set) for a single C5H7NOS2 molecule at a distorted geometry.

## Properties
**2S+1**: 1
**Gap between HOMO and LUMO**: 8.4 eV
**Relative energy (zero: lowest compared OMol25 entry of this formula, charge and spin)**: 0.0 kJ/mol
**Strongest force on any atom**: 6.55 eV/A
**LUMO**: -0.3545 eV

Last column: Löwdin charge in e.
Geometry (Å):
C1 1.759 0.241 0.014  -0.10
C2 0.216 0.217 0.294  -0.64
C3 -0.116 1.198 1.398  -0.10
S1 -0.076 -1.578 0.830  0.99
C4 -1.118 -1.852 -0.501  -1.15
S2 -2.267 -3.089 -0.555  0.56
N1 -1.329 -0.857 -1.419  0.03
C5 -0.602 0.259 -1.024  -0.39
O1 -0.438 1.270 -1.801  0.03
H1 1.951 -0.492 -0.847  0.11
H2 2.278 -0.160 0.868  0.06
H3 2.166 1.244 -0.160  0.09
H4 -1.230 1.251 1.497  0.10
H5 0.316 0.972 2.472  0.12
H6 0.384 2.182 1.219  0.10
H7 -1.892 -0.805 -2.281  0.18

=====

[2]
Density functional theory data (ωB97M-V with the def2-TZVPD basis set) for a single C5H7NS molecule at a distorted geometry.

## Properties
**2S+1**: 1
**Gap between HOMO and LUMO**: 7.9 eV
**Relative energy (zero: lowest compared OMol25 entry of this formula, charge and spin)**: 293.0 kJ/mol
**Strongest force on any atom**: 3.39 eV/A
**LUMO**: 0.6566 eV

Last column: Löwdin charge in e.
Geometry (Å):
C1 0.423 -0.460 -1.625  -0.14
C2 0.203 0.883 -1.213  -0.19
C3 0.990 -1.316 -0.676  -0.29
C4 0.304 1.358 0.037  -0.46
C5 -1.122 -0.091 1.697  -0.25
N1 1.142 -1.032 0.598  -0.26
S1 0.600 0.414 1.345  1.02
H1 0.501 -0.770 -2.712  0.10
H2 0.034 1.654 -1.919  0.09
H3 1.119 -2.376 -0.934  0.11
H4 0.096 2.403 0.228  0.07
H5 -1.404 0.116 2.747  0.04
H6 -1.151 -1.250 1.394  0.11
H7 -1.735 0.468 1.035  0.02

=====

[3]
Density functional theory data (ωB97M-V with the def2-TZVPD basis set) for a 2-piece molecular cluster, C5H7NS overall at a distorted geometry.

## Properties
**2S+1**: 1
**Gap between HOMO and LUMO**: 9.6 eV
**Relative energy (zero: lowest compared OMol25 entry of this formula, charge and spin)**: 305.4 kJ/mol
**Strongest force on any atom**: 3.54 eV/A
**LUMO**: 0.8364 eV

Last column: Löwdin charge in e.
Geometry (Å):
C1 -0.452 0.898 1.120  -0.54
N1 -0.738 -0.322 1.152  -0.05
C2 -1.372 -0.862 0.016  -0.27
C3 -1.272 0.194 -1.153  -0.38
S1 -0.692 1.788 -0.351  0.85
H1 -0.048 1.355 1.964  0.06
H2 -2.471 -0.921 0.096  0.12
H3 -0.864 -1.725 -0.404  0.10
H4 -0.593 -0.230 -1.781  0.02
H5 -2.253 0.495 -1.597  0.07
C4 2.948 0.305 -0.059  0.00
C5 2.437 -0.642 0.531  -0.01
H6 3.324 1.208 -0.474  0.01
H7 2.046 -1.541 0.940  0.02

=====

Look up the LUMO of the second one.
0.6566 eV

=====

What is the relative energy (zero: lowest compared OMol25 entry of this formula, charge and spin) in the third record?
305.4 kJ/mol